w:
{
  "formula": "C4H3N3O",
  "method": "wB97M-V/def2-TZVPD",
  "symbols": ["C", "C", "C", "C", "H", "H", "H", "N", "N", "N", "O"],
  "coordinates": [[-2.117, -0.546, -0.454], [1.060, -0.005, 0.633], [0.686, 1.266, 0.033], [2.067, -0.626, -0.018], [-2.691, -1.817, 0.128], [-2.876, 0.380, -1.246], [1.519, 0.453, 1.698], [-1.082, 0.163, -0.407], [0.755, 2.400, -0.209], [2.828, -0.963, -0.899], [-0.148, -0.706, 0.741]],
  "charge": 0,
  "gap_ev": 9.9,
  "homo_ev": -10.983,
  "spin_multiplicity": 1,
  "lumo_ev": -1.038
}

***

x:
{
  "formula": "C4H3N3O",
  "method": "wB97M-V/def2-TZVPD",
  "symbols": ["C", "C", "C", "C", "H", "H", "H", "N", "N", "N", "O"],
  "coordinates": [[-2.212, -0.487, -0.160], [-0.744, -0.463, -0.483], [1.918, -0.371, -0.087], [-0.009, 0.816, -0.036], [2.958, -0.097, 0.240], [-0.655, 1.975, -0.351], [-0.234, 0.830, 1.392], [-3.378, -0.035, 0.027], [-0.210, -1.629, -0.340], [1.244, -1.434, 0.160], [1.323, 0.895, -0.362]],
  "charge": 0,
  "gap_ev": 9.3,
  "homo_ev": -10.453,
  "spin_multiplicity": 1,
  "lumo_ev": -1.203
}

***

Name the least stable of them. w.